Entry 1:
Formula: C4H8O2
Source: OMol25
Level of theory: ωB97M-V with the def2-TZVPD basis set

Element x y z (Å)
O (1.172430, -1.426996, -0.592767)
O (-0.356282, 1.732044, 0.618877)
C (-0.290569, 0.404841, 0.199920)
C (-1.088257, 0.217271, -1.113218)
C (0.963866, -0.377390, 0.293056)
C (0.055384, -0.655573, 1.429214)
H (1.829075, 0.230093, 0.563026)
H (-1.484533, -0.790273, -1.208151)
H (-1.902827, 0.944860, -1.231150)
H (-0.163137, 1.631427, 1.554399)
H (0.587594, -0.517572, 2.399621)
H (1.648351, -1.067127, -1.346634)
H (-0.558050, -1.543870, 1.487148)
H (-0.435409, 0.364189, -1.997603)

Forces on atoms 1 to 6 (eV/Å):
O 0.3923 -0.0044 -0.3890
O 0.5541 0.0898 0.2185
C -0.0470 -0.6683 0.4262
C -0.0656 -0.2680 0.4215
C 0.3451 0.1523 -0.0242
C -0.4918 -0.0185 -0.5692

As for the SMILES: C[C@@]1(O)C[C@H]1O. The orbital gap comes out at 9.68 eV. For the LUMO energy, the calculation gives 0.779 eV. The strongest force on any atom is 1.57 eV/Å.

---

Entry 2:
Formula: C5H10O2S
Source: OMol25
Level of theory: ωB97M-V with the def2-TZVPD basis set

Element x y z (Å)
S (0.422844, 2.995329, -0.284607)
O (-1.336502, -1.040912, 1.033816)
O (0.755101, 0.080357, -1.544326)
C (0.013598, 0.299968, -0.390821)
C (0.300949, -2.175417, -0.180871)
C (-0.175994, -0.911228, 0.464266)
C (-0.754688, 1.547680, -0.614995)
C (0.846777, 0.049554, 0.995335)
H (1.230344, -1.932179, -0.514344)
H (-0.365169, -2.504442, -0.892668)
H (1.917728, -0.194060, 0.892559)
H (-0.068604, 2.880188, 1.315083)
H (-1.260080, 1.790861, -1.649757)
H (-1.965622, -0.898412, 0.274921)
H (0.556800, 0.403397, 2.051233)
H (-1.414759, 1.360025, 0.343319)
H (1.020248, 1.094812, -2.078252)
H (0.277027, -2.845520, 0.780108)

Forces on atoms 1 to 6 (eV/Å):
S -2.3712 -0.6814 3.8679
O -5.1980 0.4319 1.2137
O 2.0716 3.1731 -3.1063
C 2.7072 1.2401 -0.6947
C -0.8072 -0.4988 5.1431
C 3.4069 0.2672 -3.5547

As for the SMILES: C[C@@]1(O)C[C@]1(O)CS. The orbital gap comes out at 8.58 eV. For the LUMO energy, the calculation gives -0.108 eV. The strongest force on any atom is 5.50 eV/Å.

---

Entry 3:
Formula: C18H26ClFNO19S2
Source: OMol25
Level of theory: ωB97M-V with the def2-TZVPD basis set

Element x y z (Å)
Cl (1.020940, -0.679063, -2.932436)
S (-3.747329, 0.917037, -0.586955)
S (-1.738133, -0.618191, 0.456361)
F (-4.998419, 0.382829, -1.433784)
O (-1.362914, 0.615623, 1.108015)
O (-3.598197, -1.710771, -4.788387)
O (4.308290, 2.483499, 3.118172)
O (4.727497, 1.211461, -3.102107)
O (-4.900597, -3.151367, 3.992841)
O (-3.054284, 1.773696, -1.501392)
O (-6.639442, -2.491352, 5.261322)
O (-5.265839, -2.406181, -6.082798)
O (-3.159141, -2.437137, -6.876626)
O (2.952945, 4.174391, 2.635155)
O (2.359841, 2.677859, 4.213212)
O (-5.728654, -1.107584, 3.737263)
O (-4.349163, 1.503739, 0.568746)
O (4.100360, 1.583280, -0.972277)
O (3.052967, -0.614562, 3.417631)
O (6.209096, 0.952239, -1.463838)
O (-1.843404, -1.790266, 1.297379)
O (1.431102, -0.992609, 1.954454)
O (3.536600, -0.805839, 1.212999)
N (-3.091855, -0.492413, -0.381512)
C (-4.801755, -1.352617, -4.093108)
C (-3.925570, -2.203825, -5.997700)
C (4.926979, 1.283411, -1.766299)
C (0.810700, -1.124935, 3.237817)
C (0.049618, 0.108971, -1.600517)
C (-0.537781, -1.046617, -0.800951)
C (4.832554, 3.062298, 1.914834)
C (0.971542, 1.029146, -0.829541)
C (-5.828090, -2.234599, -4.778100)
C (3.134697, 3.077268, 3.401987)
C (1.817129, -0.431428, 4.140190)
C (-4.270015, -2.618793, 2.813125)
C (6.818066, 0.396613, -2.630312)
C (5.983206, 1.002978, -3.745441)
C (-5.832922, -2.269253, 4.410092)
C (4.162361, 4.425706, 1.911107)
C (2.755078, -0.800310, 2.116510)
C (-4.515015, -1.131121, 2.957948)
H (-3.219615, -2.879284, 2.790567)
H (0.386785, 1.631185, -0.135317)
H (3.917912, 4.795216, 0.919028)
H (-3.726623, -0.634064, 3.524185)
H (-4.992479, -0.290109, -4.246247)
H (-5.914421, -3.214032, -4.303680)
H (1.728062, 0.456066, -0.297813)
H (-4.696661, -1.540677, -3.028974)
H (0.246690, -1.631082, -0.320478)
H (1.636890, 0.636988, 4.230592)
H (6.374159, 1.967856, -4.075407)
H (-4.768163, -3.034923, 1.936255)
H (-0.734212, 0.651536, -2.125394)
H (5.916812, 3.104597, 1.978984)
H (6.726670, -0.689920, -2.587790)
H (5.846020, 0.350529, -4.603254)
H (-0.169108, -0.659179, 3.208135)
H (1.491413, 1.696556, -1.516926)
H (-4.664800, -0.606656, 2.018818)
H (-1.090292, -1.703572, -1.472543)
H (4.738738, 5.176932, 2.455644)
H (7.867519, 0.677155, -2.661388)
H (0.703567, -2.188629, 3.459364)
H (4.532350, 2.437999, 1.075094)
H (1.902240, -0.879594, 5.126739)
H (-6.812501, -1.782100, -4.861278)

Forces on atoms 1 to 6 (eV/Å):
Cl -0.0411 0.0206 -0.0179
S -0.1235 -0.0135 -0.2452
S -0.0630 0.0733 -0.1432
F -0.0334 0.0830 -0.0261
O 0.0494 -0.0661 0.0535
O 0.0135 -0.0077 -0.0169

The orbital gap comes out at 8.81 eV. As for the total charge: -1. For the LUMO energy, the calculation gives 1.932 eV. The strongest force on any atom is 0.30 eV/Å.

---

Entry 4:
Formula: C26H35FN3O4
Source: OMol25
Level of theory: ωB97M-V with the def2-TZVPD basis set

Element x y z (Å)
F (1.428916, 5.961936, -2.414023)
O (1.806542, -6.412306, -1.202412)
O (-1.292460, 1.195355, 0.951272)
O (0.185514, -7.830877, 1.102119)
O (-0.455538, -6.175042, 3.101468)
N (-1.676525, 2.615186, -0.798885)
N (0.864102, -1.554177, 0.234284)
N (-0.929761, 5.320091, -0.972125)
C (-1.595844, 3.205161, -2.050408)
C (1.427618, -2.150456, 1.354187)
C (0.392468, 9.237442, -1.402598)
C (-0.863197, 0.447268, -1.331124)
C (1.201890, 8.251150, -1.823929)
C (-0.443993, 6.560919, -0.964612)
C (-1.234807, 7.564647, -0.481590)
C (1.955188, -7.733083, -1.069982)
C (-1.088653, 4.783462, 0.311808)
C (-1.956656, 3.733644, 0.283100)
C (0.167211, -5.555658, 2.199259)
C (0.827340, 7.116804, -1.885887)
C (0.347606, -4.291587, 2.245180)
C (0.498222, -6.426857, 1.360257)
C (1.816495, -4.498053, 0.207258)
C (-0.903544, -5.499726, 4.352688)
C (1.055143, -3.683214, 1.193605)
C (0.260218, -8.568515, 2.000229)
C (-1.422643, 1.388648, -0.364348)
C (-0.649667, 8.932076, -0.715597)
C (-0.361816, 4.383397, -1.830765)
C (1.192130, -0.067929, -0.189013)
C (1.432318, -5.848594, 0.114146)
C (0.698298, 0.370049, -1.613733)
C (-0.488005, -1.350995, 0.405393)
C (-1.470446, -0.958196, -0.875971)
H (-2.747816, 3.701023, -2.345521)
H (-1.502415, 2.579922, -2.599701)
H (0.992105, 0.505915, 0.618935)
H (-2.555529, -0.941124, -0.796107)
H (-1.820378, -4.565657, 4.100014)
H (-2.011670, 3.304141, 1.270869)
H (-2.949361, 4.173773, 0.234549)
H (2.312373, -4.149311, -0.605179)
H (0.895166, -8.202934, -1.208243)
H (0.463121, 3.804161, -1.741057)
H (-0.081918, -5.061014, 4.995080)
H (-1.494870, 0.673028, -2.241061)
H (-0.824425, -8.510466, 2.612107)
H (-2.000725, 7.566182, -0.011265)
H (2.545946, -1.902641, 1.270317)
H (-1.582681, -6.253359, 4.926578)
H (-0.878775, -0.840352, 1.163667)
H (0.845053, 1.433520, -1.556604)
H (0.989865, -0.311677, -2.259185)
H (1.219846, -1.680431, 2.101265)
H (-1.359834, 5.554805, 1.021246)
H (0.159416, -3.691364, 3.274581)
H (1.773225, 8.578423, -2.644852)
H (-0.183996, 4.496673, 0.573575)
H (0.663820, -2.131854, -0.751760)
H (-1.229922, 9.835715, -0.202002)
H (-1.056843, -2.530890, 0.357770)
H (2.377353, -8.090639, -0.275561)
H (0.747076, 10.481540, -1.627616)
H (2.403269, -0.135457, -0.336498)
H (-1.151364, -1.800771, -1.742137)
H (0.510872, -9.614131, 1.903583)
H (2.405194, -7.805875, -2.093135)
H (-0.541267, 4.754316, -3.073935)
H (1.000105, -8.272027, 3.019972)

Forces on atoms 1 to 6 (eV/Å):
F 0.4198 2.2744 -0.0783
O -1.5630 5.1352 5.9966
O -1.0276 0.0879 -4.6132
O 0.7154 12.7975 -11.2068
O -4.7898 -1.4407 8.2344
N -1.8747 2.2174 4.5962

As for the SMILES: COc1cc(C[N@H+]2CC[C@@H](C(=O)N3CCN(c4ccccc4F)CC3)CC2)cc(OC)c1OC. The orbital gap comes out at 7.54 eV. As for the total charge: +1. For the LUMO energy, the calculation gives -2.654 eV. The strongest force on any atom is 19.92 eV/Å.

---

Entry 5:
Formula: CH4FN2O
Source: OMol25
Level of theory: ωB97M-V with the def2-TZVPD basis set

Element x y z (Å)
F (-0.988479, -1.846509, 0.002080)
O (0.175775, 0.156880, -1.439635)
N (-0.274063, 1.215888, -0.667741)
N (0.458102, -0.723148, 1.695537)
C (1.054248, 0.057501, 2.258057)
H (0.405207, 1.373000, 0.107670)
H (0.050512, -0.807806, -1.037691)
H (-1.303557, 0.981229, -0.490421)
H (-0.020472, -1.523781, 1.134275)

Forces on atoms 1 to 6 (eV/Å):
F 0.7800 -0.2347 0.3556
O 1.1167 -2.6731 -0.9429
N -1.4426 0.0175 0.1779
N -1.3680 -3.2551 -1.3485
C 1.7759 2.4890 1.7841
H -1.6386 -0.5775 -0.2817

The orbital gap comes out at 9.63 eV. As for the total charge: -1. For the LUMO energy, the calculation gives 4.998 eV. The strongest force on any atom is 3.78 eV/Å.

---

Entry 6:
Formula: C14H46O9
Source: OMol25
Level of theory: ωB97M-V with the def2-TZVPD basis set

Element x y z (Å)
O (-3.185862, -3.124207, 2.862663)
O (-3.054912, 1.347023, -3.979727)
O (0.030048, 3.687563, 0.109883)
O (-2.072512, -4.060597, -3.065787)
O (1.995258, -0.263497, -0.028327)
O (3.438898, 0.517563, 2.259723)
O (2.482278, 4.312483, -0.631047)
O (3.401138, -0.081157, -2.491097)
O (-1.472462, -0.878967, 4.602093)
C (-0.156022, -1.277177, 4.538403)
C (3.104988, 3.472463, 0.290363)
C (-0.768892, 4.661733, 0.770783)
C (0.098938, -2.513277, 5.508213)
C (0.695388, 0.118833, 0.300943)
C (0.670038, -0.027007, 4.719043)
C (2.651898, 0.763643, -3.366797)
C (-2.540992, -3.174037, 1.701343)
C (-2.720052, 1.163813, -1.574977)
C (-2.444482, 1.982653, -2.912797)
C (-1.031572, 2.242033, -3.277377)
C (-1.043102, -3.107327, -3.222937)
C (-0.043272, -3.779597, -4.076797)
C (-0.648202, -2.638577, -1.844857)
H (0.515048, -4.638537, -3.704497)
H (1.609428, -0.489217, 5.022363)
H (-1.661912, 4.230083, 1.222773)
H (-0.599102, -3.299327, 5.220173)
H (-1.619122, -4.772487, -2.608347)
H (3.853258, -0.274817, 2.601293)
H (4.051548, 3.962903, 0.517513)
H (-2.374452, 0.142683, -1.736137)
H (3.405048, 2.504073, -0.109997)
H (-1.271802, 5.345713, 0.087143)
H (0.738438, -3.109647, -4.434837)
H (2.564228, 0.032763, 0.685883)
H (-1.717192, -3.795077, 2.053133)
H (4.095168, 1.203503, 2.382333)
H (3.343958, 1.454023, -3.849027)
H (0.356138, 0.700983, 5.467103)
H (-0.329122, 5.260663, 1.568273)
H (-0.445162, 1.403373, -2.902057)
H (-1.472462, -2.290557, -3.803137)
H (-3.091362, -3.793947, 0.993593)
H (2.485668, 3.301613, 1.170903)
H (-0.682682, 3.140063, -2.767547)
H (-2.159392, 1.477363, -0.694387)
H (-2.242652, -2.185157, 1.353193)
H (-1.490292, -2.276207, -1.255227)
H (0.086998, -1.833957, -1.831507)
H (2.789048, -0.472277, -1.863417)
H (-0.081152, -2.261237, 6.553263)
H (-0.106122, -1.592007, 3.496053)
H (2.090148, 0.302913, -4.179367)
H (0.068748, -0.696327, 0.662803)
H (-2.374662, 0.791783, -4.367737)
H (-1.666032, -0.800637, 5.539103)
H (-0.461982, -4.220397, -4.981487)
H (1.089698, -2.967157, 5.530213)
H (1.858528, 1.345323, -2.897437)
H (0.279378, 0.774543, -0.463957)
H (-0.815732, 2.407083, -4.332967)
H (1.537688, 4.151923, -0.571387)
H (0.129928, 2.947863, 0.713583)
H (-0.182002, -3.446297, -1.280637)
H (0.919608, 0.748513, 1.161943)
H (-3.723002, 1.178233, -1.148397)
H (-2.721822, -2.482777, 3.405653)
H (0.912838, 0.592463, 3.855673)
H (-2.877832, 2.953223, -2.671367)

Forces on atoms 1 to 6 (eV/Å):
O -3.3329 1.1695 3.5391
O -1.1187 -0.3530 -0.7169
O -0.6206 0.4969 0.3643
O -0.9631 -0.2867 0.3335
O 0.5122 -1.1659 -1.1707
O -0.2471 -0.0022 -0.0134

As for the SMILES: CC(C)O.CC(C)O.CC(C)O.CO.CO.CO.CO.CO.O. The orbital gap comes out at 9.70 eV. For the LUMO energy, the calculation gives -0.001 eV. The strongest force on any atom is 5.00 eV/Å.

---

Entry 7:
Formula: C5H8O2S
Source: OMol25
Level of theory: ωB97M-V with the def2-TZVPD basis set

Element x y z (Å)
S (-1.523741, 1.555524, -0.605285)
O (1.729841, -0.492020, -1.115889)
O (0.795654, -1.393204, 1.464886)
C (-1.022418, -1.074912, -1.235283)
C (0.908596, 0.330050, -0.316497)
C (1.134442, -0.052424, 1.140842)
C (-0.566780, 0.254965, -0.735905)
C (0.077841, -0.335322, 2.109427)
H (-0.971341, -0.258255, 1.807250)
H (0.276195, -0.229208, 3.166452)
H (1.245602, 1.343414, -0.461909)
H (1.686611, -1.383410, -0.772035)
H (2.111095, 0.239845, 1.491747)
H (-2.091050, -1.056547, -1.515193)
H (-0.454062, -1.349449, -2.135783)
H (-0.817237, -1.847118, -0.463432)

Forces on atoms 1 to 6 (eV/Å):
S 0.1790 -0.2159 -0.0126
O 0.1873 0.3373 -0.2910
O -0.0308 -0.2750 0.0395
C -0.4580 -0.3230 -0.2048
C -0.5343 -0.4073 0.1927
C -0.2386 0.2163 -0.2606

As for the SMILES: CC(=S)[C@H](O)[C@H]1CO1. The orbital gap comes out at 8.58 eV. For the LUMO energy, the calculation gives -0.188 eV. The strongest force on any atom is 0.70 eV/Å.

---

Entry 8:
Formula: C2H2BrF2I
Source: OMol25
Level of theory: ωB97M-V with the def2-TZVPD basis set

Element x y z (Å)
I (1.507357, -1.869284, 0.690510)
Br (1.997950, 1.547594, 0.088476)
F (-1.249196, -1.299924, -0.515093)
F (-0.604508, 0.404717, -1.774523)
C (0.793215, 0.079442, 0.608725)
C (-1.022701, -0.011072, -0.577752)
H (-1.682015, 0.723086, 0.025638)
H (0.259896, 0.425439, 1.454017)

Forces on atoms 1 to 6 (eV/Å):
I 0.2406 0.2512 0.1233
Br -0.7074 -1.0628 0.0966
F -1.0103 0.1835 -0.5257
F -1.0686 -0.3795 0.3110
C -2.4649 0.7725 -2.5782
C 4.2798 1.8519 2.8302

The orbital gap comes out at 9.04 eV. For the LUMO energy, the calculation gives 0.087 eV. The strongest force on any atom is 5.45 eV/Å.